The following is a DFT calculation (wB97M-V/def2-TZVPD) of a 14-piece molecular cluster, C54H145N9O23 overall.

## Properties
- F_max: 2.933 eV/A
- Total charge: 0
- LUMO level: 0.178 eV
- HOMO-LUMO gap: 8.720 eV
- Highest occupied orbital energy: -0.3139 Ha

Cartesian coordinates (Å):
C  7.98562  10.26744  -8.67912
O  7.59699  8.95806  -9.02187
C  6.85112  8.20336  -8.03932
C  5.37221  8.43325  -8.18884
N  4.87531  7.96200  -9.49325
C  3.41902  7.99016  -9.55282
C  2.77466  9.39728  -9.41804
O  2.54431  9.62116  -8.08834
C  2.23581  10.95539  -7.78331
H  7.21607  11.02366  -8.52416
H  8.59319  10.62296  -9.51132
H  8.70691  10.31762  -7.86345
H  7.09533  8.44682  -7.00530
H  7.03536  7.13091  -8.10263
H  5.01975  9.44767  -8.00223
H  4.95042  7.76322  -7.43967
H  5.30578  8.53742  -10.20297
H  2.93945  7.22537  -8.94192
H  3.19291  7.65886  -10.56634
H  1.79630  9.41133  -9.89836
H  3.40324  10.17037  -9.86001
H  1.23765  11.23466  -8.12063
H  2.97893  11.64033  -8.19164
H  2.19842  11.09711  -6.70321
C  0.78579  18.90776  -11.06310
O  1.62086  17.90014  -10.49144
C  1.93286  18.17090  -9.10295
C  3.05062  17.29085  -8.69936
N  4.31469  17.34001  -9.38511
C  5.29426  16.33221  -8.81906
C  5.96232  16.70925  -7.51839
O  7.04222  15.83901  -7.22575
C  7.74299  16.30091  -6.12219
H  0.60602  18.47623  -12.04777
H  1.23360  19.90137  -11.04562
H  -0.20995  18.96793  -10.62381
H  1.03279  18.08079  -8.49479
H  2.26519  19.20231  -8.98522
H  2.79096  16.23464  -8.77077
H  3.15003  17.52757  -7.64004
H  4.18496  17.21729  -10.37920
H  6.07408  16.09389  -9.54236
H  4.87821  15.32805  -8.73753
H  5.19237  16.67506  -6.74760
H  6.20741  17.77128  -7.50829
H  8.56408  15.62047  -5.89658
H  7.18529  16.32582  -5.18599
H  8.17465  17.29268  -6.25695
C  19.61507  8.17466  2.27098
O  19.52565  9.44221  1.69906
C  18.33825  10.15851  2.08414
C  18.58972  11.70004  2.23355
N  18.88380  12.46675  1.05537
C  17.98133  12.22641  -0.03204
C  16.55103  12.80166  0.12916
O  15.72797  12.53411  -1.00058
C  16.05025  13.20675  -2.28674
H  19.61459  8.25898  3.35771
H  20.54227  7.69192  1.96217
H  18.80905  7.51937  1.94077
H  17.87639  9.71718  2.96731
H  17.52997  9.86884  1.41267
H  19.47666  11.76587  2.86372
H  17.76864  12.16595  2.77841
H  19.86361  12.35421  0.83767
H  17.84362  11.16037  -0.21289
H  18.38546  12.70221  -0.92557
H  16.54754  13.87555  0.31581
H  16.08580  12.36118  1.01100
H  16.83640  12.62248  -2.76496
H  16.39123  14.21999  -2.07422
H  15.14621  13.31922  -2.88519
C  -1.09482  20.26652  -19.59504
O  -1.71810  21.13863  -20.47665
C  -2.32305  20.56181  -21.55068
C  -2.99838  21.54791  -22.60303
N  -4.14522  22.16576  -21.94372
C  -4.50856  23.39326  -22.59683
C  -5.52627  24.21216  -21.64494
O  -5.00127  24.20170  -20.32242
C  -5.56148  25.08741  -19.37758
H  -0.44853  20.85321  -18.94219
H  -0.39327  19.58481  -20.07587
H  -1.81957  19.78432  -18.93905
H  -3.02631  19.82645  -21.15982
H  -1.49896  20.01762  -22.01202
H  -3.19688  20.99024  -23.51830
H  -2.31351  22.35242  -22.87102
H  -3.98683  22.31925  -20.95809
H  -4.94555  23.23288  -23.58245
H  -3.60847  23.98251  -22.77211
H  -6.48920  23.70606  -21.57621
H  -5.80171  25.20385  -22.00383
H  -6.61769  24.84230  -19.26598
H  -5.38719  26.08765  -19.77414
H  -5.03520  24.76263  -18.48001
C  -4.34746  14.17607  -13.95232
O  -3.43066  13.16188  -14.36813
C  -2.35078  12.94704  -13.49479
C  -1.21753  14.02934  -13.67924
N  -0.48872  13.73406  -14.91734
C  -1.11524  14.15902  -16.13470
C  -0.10660  13.96959  -17.28804
O  -0.83491  14.06981  -18.48668
C  -0.02504  13.83344  -19.57041
H  -3.83845  15.13357  -13.84175
H  -4.85879  13.91558  -13.02562
H  -5.13434  14.25885  -14.70204
H  -1.88364  12.03290  -13.86118
H  -2.63324  12.77351  -12.45643
H  -0.50897  13.91987  -12.85822
H  -1.66342  15.02021  -13.76570
H  -0.23075  12.75981  -14.98354
H  -1.36001  15.22088  -16.10939
H  -2.01972  13.57235  -16.29551
H  0.45661  13.03638  -17.29036
H  0.55952  14.82983  -17.22200
H  0.88676  14.42588  -19.49457
H  -0.53244  13.98286  -20.52346
H  0.27666  12.79207  -19.68270
C  4.35279  20.95729  5.31353
O  5.43793  20.11899  4.97510
C  6.63015  20.89089  4.72614
C  7.79357  20.12556  4.00021
N  7.72140  20.19145  2.52632
C  6.66829  19.31569  2.03979
C  6.58941  19.14004  0.57115
O  6.09590  20.32599  -0.09442
C  6.23952  20.23881  -1.50906
H  4.46112  21.43309  6.28820
H  3.48612  20.29682  5.34132
H  4.24529  21.73764  4.56014
H  7.06088  21.23248  5.66736
H  6.47115  21.81762  4.17478
H  7.98843  19.09144  4.28432
H  8.65776  20.66902  4.38220
H  7.57660  21.14225  2.21793
H  5.72494  19.73946  2.38419
H  6.74761  18.35306  2.54494
H  5.93821  18.32754  0.24883
H  7.57337  18.80243  0.24564
H  5.62757  19.49318  -2.01667
H  7.27278  19.97088  -1.72974
H  6.06746  21.21193  -1.96901
C  12.22855  16.91088  -12.19910
O  13.26425  15.94638  -11.98026
C  13.73804  15.78925  -10.59027
C  14.20184  17.13194  -9.91477
N  15.59879  17.49411  -10.38922
C  15.70157  17.76668  -11.79425
C  17.13549  18.31998  -12.15910
O  17.43758  18.00451  -13.53914
C  18.82233  18.16538  -13.87737
H  11.60806  16.53834  -13.01416
H  12.67871  17.86381  -12.47733
H  11.63724  17.04813  -11.29379
H  14.56895  15.08421  -10.56558
H  12.88318  15.38264  -10.04992
H  14.20353  17.06984  -8.82653
H  13.54003  17.96543  -10.15012
H  16.02380  18.24202  -9.85999
H  14.90987  18.46760  -12.05888
H  15.53886  16.91805  -12.45866
H  17.81863  17.96963  -11.38535
H  17.24164  19.38873  -11.97312
H  19.42601  17.53007  -13.22924
H  19.06537  19.22732  -13.84140
H  18.90180  17.80695  -14.90368
C  -8.09021  21.49198  -14.29749
O  -8.82644  21.15524  -15.48494
C  -8.02005  20.75776  -16.60066
C  -8.88620  20.39081  -17.88070
N  -9.78059  19.31468  -17.57854
C  -10.65971  18.98859  -18.70990
C  -11.55043  17.76709  -18.49556
O  -12.33776  17.86160  -17.33964
C  -12.93768  16.62572  -16.97402
H  -7.71406  22.48826  -14.52995
H  -7.28141  20.80997  -14.03515
H  -8.78347  21.48058  -13.45645
H  -7.41682  19.88747  -16.34221
H  -7.41734  21.56898  -17.00903
H  -8.24941  20.00348  -18.67605
H  -9.37613  21.29253  -18.24806
H  -10.38315  19.48144  -16.78531
H  -10.11616  18.99688  -19.65465
H  -11.32577  19.82798  -18.90963
H  -10.89229  16.89856  -18.51994
H  -12.23935  17.59585  -19.32271
H  -13.50316  16.15038  -17.77550
H  -13.60935  16.86568  -16.14978
H  -12.20315  15.95871  -16.52271
C  -4.26874  19.46839  -8.88333
O  -4.18041  20.86984  -9.06621
C  -4.53911  21.61730  -7.94567
C  -3.96393  23.06906  -8.13418
N  -2.52023  22.99591  -8.24361
C  -1.98075  24.38254  -8.37689
C  -0.47454  24.45239  -8.49953
O  -0.08350  23.84973  -9.73245
C  1.30248  23.66814  -9.90668
H  -3.94041  18.92604  -9.76998
H  -5.33811  19.26700  -8.82013
H  -3.60380  19.14954  -8.08065
H  -4.09408  21.26037  -7.01688
H  -5.62515  21.52948  -7.97594
H  -4.21702  23.66051  -7.25427
H  -4.34700  23.49538  -9.06134
H  -2.25981  22.34996  -8.97507
H  -2.40323  24.86427  -7.49510
H  -2.47889  24.87789  -9.21031
H  0.02191  23.97284  -7.65593
H  -0.08788  25.46995  -8.55588
H  1.51766  23.12012  -10.82399
H  1.81371  23.21830  -9.05557
H  1.72930  24.64890  -10.11652
O  6.70878  20.81386  -9.95544
H  6.76827  20.71570  -10.90573
H  6.23486  20.03535  -9.66296
O  -0.46665  21.27913  -5.06510
H  -1.03707  21.78576  -5.64319
H  -0.30927  21.85588  -4.31756
O  6.73661  18.97004  -13.39175
H  7.54733  19.18402  -13.85346
H  6.15991  18.61822  -14.06988
O  2.74013  16.37962  -13.99001
H  2.18621  15.59984  -14.02664
H  2.23647  17.00767  -13.47222
O  -0.50847  16.70267  -4.35291
H  0.21482  16.34941  -3.83493
H  -0.32032  17.63874  -4.42071